[1]
{"formula": "C2H4N2", "method": "ωB97M-V with the def2-TZVPD basis set", "elements": ["C", "C", "N", "N", "H", "H", "H", "H"], "coordinates": [[0.82944, -0.71898, -0.33024], [-0.03157, 0.10111, 0.29516], [-2.38775, -0.31512, -0.26786], [-1.40942, -0.15387, 0.41622], [0.59121, -1.36496, -1.10488], [1.79144, -0.66472, 0.08037], [0.37388, 0.75685, 1.16301], [-2.36601, -0.04261, -1.34290]], "nbo_charge": [-0.420, -0.087, -0.255, -0.115, 0.201, 0.205, 0.216, 0.255], "e_homo_ev": -8.46, "gap_ev": 8.95, "lumo_ev": 0.50, "smiles": "[H]/N=N\\C=C"}

=====

[2]
{"formula": "C26H53GaN3Si4", "method": "ωB97M-V with the def2-TZVPD basis set", "elements": ["Ga", "C", "Si", "C", "C", "C", "Si", "C", "C", "C", "Si", "C", "C", "C", "C", "C", "C", "C", "N", "H", "H", "H", "H", "H", "H", "H", "H", "H", "H", "H", "H", "H", "H", "H", "H", "H", "H", "H", "H", "H", "H", "H", "H", "H", "H", "H", "H", "N", "C", "C", "C", "N", "H", "H", "H", "H", "C", "Si", "C", "C", "C", "C", "C", "C", "C", "C", "H", "H", "H", "H", "H", "H", "H", "H", "H", "H", "H", "H", "H", "H", "H", "H", "H", "H", "H", "H", "H"], "coordinates": [[0.06153, 0.37194, 0.00749], [-0.19051, -3.80219, -2.78560], [0.39680, -2.31826, -1.74282], [1.92399, -1.50983, -2.57157], [1.07765, -3.04092, -0.11463], [-0.94698, -0.97042, -1.40341], [-2.61341, -1.75344, -0.83278], [-3.76136, -0.52607, 0.09458], [-2.40625, -3.21428, 0.38024], [-3.60871, -2.40948, -2.32269], [-1.13666, 0.08695, -2.97838], [-1.08602, -0.78900, -4.67109], [-2.65261, 1.25182, -3.11373], [0.39475, 1.24674, -2.96057], [0.97694, 1.76046, -4.11383], [2.06748, 2.60569, -4.02742], [2.50231, 2.99402, -2.76791], [1.84929, 2.47688, -1.66613], [0.86033, 1.59308, -1.75974], [0.64464, -4.45501, -3.02114], [-0.64781, -3.51005, -3.72250], [-0.91234, -4.39697, -2.23676], [2.68113, -2.25416, -2.79404], [2.37597, -0.77270, -1.90760], [1.67908, -1.00836, -3.50041], [1.92858, -3.68796, -0.30326], [0.33441, -3.63696, 0.39933], [1.40423, -2.24877, 0.55669], [-3.22060, 0.09243, 0.80576], [-4.50502, -1.08259, 0.65589], [-4.31075, 0.12441, -0.57671], [-1.90652, -2.92637, 1.29953], [-1.86053, -4.04240, -0.05656], [-3.38800, -3.59000, 0.65022], [-3.91566, -1.62367, -3.00539], [-4.50970, -2.90108, -1.96686], [-3.04535, -3.13780, -2.89306], [-1.94361, -1.44079, -4.78932], [-0.19230, -1.38165, -4.82706], [-1.13911, -0.04992, -5.46393], [-3.48247, 0.89558, -2.51594], [-2.99717, 1.28277, -4.14287], [-2.43074, 2.27056, -2.81499], [0.58145, 1.48409, -5.07539], [2.56067, 2.97079, -4.91449], [3.32528, 3.68025, -2.64427], [2.11928, 2.77798, -0.66022], [-0.55231, 3.80699, 0.47040], [-1.54300, 4.69451, 0.28063], [-2.63748, 3.98766, -0.16235], [-2.21222, 2.65799, -0.19107], [-0.95086, 2.55880, 0.19803], [0.38326, 3.98491, 0.80188], [-1.41778, 5.74363, 0.45815], [-3.60690, 4.36207, -0.41402], [-2.75755, 1.78017, -0.45908], [0.64012, 2.32579, 3.02276], [1.05736, 0.54589, 2.39073], [0.03484, -0.63056, 3.57410], [0.35209, -2.10625, 3.34690], [0.27776, -0.30211, 5.04772], [-1.44070, -0.39877, 3.25678], [3.02240, 0.49658, 2.46325], [3.58936, -0.86895, 2.08690], [3.54599, 1.51080, 1.44847], [3.52349, 0.88254, 3.85712], [0.82648, 2.42467, 4.08751], [-0.40351, 2.56866, 2.85517], [1.24729, 3.08207, 2.53466], [1.39970, -2.32152, 3.53845], [0.11128, -2.39845, 2.32694], [-0.23504, -2.72605, 4.02385], [1.30348, -0.51436, 5.33511], [-0.37864, -0.91686, 5.66305], [0.06299, 0.73859, 5.27012], [-1.64345, -0.59982, 2.20014], [-1.73389, 0.62492, 3.48099], [-2.06626, -1.05932, 3.85607], [3.28159, -1.15002, 1.07929], [3.26792, -1.64156, 2.77913], [4.67777, -0.84167, 2.10853], [3.22396, 1.23277, 0.44193], [4.63449, 1.53217, 1.45876], [3.19550, 2.51475, 1.67670], [3.26210, 0.12605, 4.59140], [3.11363, 1.83384, 4.18305], [4.60913, 0.97406, 3.84713]], "mulliken_charge": [-0.425, -1.098, -0.197, -0.936, -0.379, 1.596, 0.671, -1.229, -1.243, -1.145, -0.331, -1.332, -1.354, 0.169, -0.671, -0.502, -1.262, 0.038, 0.557, 0.424, 0.324, 0.336, 0.601, 0.106, 0.226, 0.529, 0.390, -0.422, 0.254, 0.568, 0.467, 0.299, 0.342, 0.458, 0.292, 0.413, 0.306, 0.374, 0.375, 0.476, 0.307, 0.506, 0.452, 0.437, 0.476, 0.478, 0.296, -0.122, -0.319, -1.357, -0.606, 0.541, 0.095, 0.480, 0.491, 0.737, -1.626, 0.037, 2.409, -1.656, -1.784, -1.813, 2.174, -1.569, -1.765, -1.825, 0.507, 0.406, 0.235, 0.282, 0.084, 0.541, 0.340, 0.513, 0.350, 0.007, 0.328, 0.530, 0.171, 0.321, 0.527, 0.222, 0.607, 0.323, 0.342, 0.325, 0.503], "e_homo_ev": -11.42, "gap_ev": 8.85, "lumo_ev": -2.57, "total_charge": 1}

=====

[3]
{"formula": "C26H22BFeN3O4", "method": "ωB97M-V with the def2-TZVPD basis set", "elements": ["Fe", "O", "C", "O", "C", "C", "C", "N", "C", "C", "C", "C", "C", "C", "C", "N", "C", "C", "C", "C", "C", "N", "H", "H", "H", "H", "H", "H", "H", "H", "H", "H", "C", "C", "C", "C", "C", "C", "C", "C", "O", "B", "O", "C", "C", "H", "H", "H", "H", "H", "H", "H", "H", "H", "H", "H", "H"], "coordinates": [[2.32937, 0.55481, 0.09837], [4.28934, -6.37115, 0.00112], [4.26071, -5.76469, -1.03827], [4.47612, -5.90762, -2.21354], [3.76007, -4.20006, -0.75142], [3.50507, -3.78968, 0.53987], [3.08330, -2.47155, 0.73405], [2.93681, -1.62933, -0.29425], [3.19385, -2.03373, -1.54383], [3.61273, -3.33836, -1.81695], [3.08896, -1.00216, -2.58232], [3.18267, -1.28641, -3.94507], [3.21508, -0.24441, -4.85430], [3.10420, 1.05640, -4.38217], [2.93919, 1.25254, -3.02148], [2.93863, 0.26067, -2.13554], [2.84641, -1.90480, 2.06646], [2.77017, -2.69629, 3.21190], [2.67465, -2.09260, 4.45216], [2.61517, -0.70712, 4.51396], [2.62637, 0.00780, 3.32790], [2.74196, -0.56160, 2.13051], [3.66214, -4.46371, 1.36515], [3.85102, -3.66197, -2.81743], [3.22285, -2.30632, -4.28887], [3.33470, -0.44088, -5.90863], [3.14601, 1.89634, -5.05515], [2.81693, 2.24952, -2.61510], [2.77613, -3.76946, 3.13399], [2.65748, -2.68668, 5.35335], [2.56645, -0.19559, 5.46143], [2.55954, 1.08962, 3.33672], [-5.60451, 3.36103, 1.70315], [-5.34370, 2.40633, 0.52833], [-6.04571, 1.07971, 0.83067], [-5.95229, 2.98196, -0.75878], [-3.84400, 2.23199, 0.34349], [-3.04069, 3.34585, 0.06305], [-1.66641, 3.27250, -0.09753], [-1.08612, 2.02380, 0.01649], [0.22299, 1.60966, -0.07751], [0.19916, 0.21116, 0.11407], [-1.07313, -0.20581, 0.33203], [-1.87709, 0.90134, 0.27484], [-3.23942, 0.98190, 0.45074], [-6.67392, 3.44595, 1.88002], [-5.21635, 4.35551, 1.50753], [-5.13685, 2.98255, 2.60887], [-7.11273, 1.24965, 0.94905], [-5.67679, 0.63891, 1.75335], [-5.91297, 0.37004, 0.01831], [-7.03190, 3.05951, -0.65592], [-5.73483, 2.33034, -1.60164], [-5.56404, 3.97104, -0.98021], [-3.50364, 4.31460, -0.03244], [-1.07939, 4.15336, -0.29899], [-3.78972, 0.08559, 0.66642]], "nbo_charge": [1.632, -0.698, 0.799, -0.698, -0.030, -0.186, 0.133, -0.570, 0.225, -0.205, 0.169, -0.202, -0.108, -0.239, 0.056, -0.573, 0.198, -0.202, -0.108, -0.238, 0.053, -0.567, 0.260, 0.260, 0.254, 0.247, 0.248, 0.204, 0.254, 0.246, 0.248, 0.204, -0.595, -0.082, -0.608, -0.595, 0.045, -0.191, -0.248, 0.247, -0.747, 0.725, -0.639, 0.226, -0.242, 0.221, 0.207, 0.212, 0.227, 0.210, 0.211, 0.221, 0.213, 0.207, 0.229, 0.235, 0.247], "e_homo_ev": [-9.96, -9.96], "multiplicity": 6, "gap_ev": [5.31, 4.09], "lumo_ev": [-4.65, -5.86], "total_charge": 1}

=====

[4]
{"formula": "C17H19BF2NO10", "method": "ωB97M-V with the def2-TZVPD basis set", "elements": ["C", "C", "O", "C", "C", "C", "C", "O", "C", "C", "C", "C", "O", "C", "C", "C", "O", "C", "O", "N", "C", "O", "H", "H", "H", "H", "H", "H", "H", "H", "H", "H", "H", "H", "H", "H", "H", "H", "H", "H", "H", "B", "O", "C", "O", "C", "O", "O", "F", "F"], "coordinates": [[-0.44149, 2.73565, 1.10894], [-1.75232, 2.63995, 0.18621], [-1.50163, 2.73261, -1.23594], [-0.75963, 1.60550, -1.73760], [-1.60910, 0.24300, -1.89114], [-0.63814, -0.97219, -1.54900], [0.03866, -1.80267, -2.70228], [-0.24192, -1.50559, -4.09010], [1.01344, -2.98631, -2.46177], [1.36809, -3.35522, -1.00367], [0.68684, -2.53886, 0.12179], [-0.32910, -1.36371, -0.08503], [-0.83909, -0.75706, 1.08409], [-2.25896, -0.96326, 1.26277], [-2.77281, -2.47773, 1.12826], [-3.28911, -2.86038, -0.37034], [-1.87053, -3.47395, 1.67865], [1.23303, -3.13016, 1.51116], [0.90088, -2.77300, 2.66152], [2.20361, -4.15207, 1.07965], [2.30335, -4.47678, -0.37460], [2.92934, -5.41704, -0.89675], [0.25916, 3.58926, 0.84886], [-0.81406, 2.80455, 2.20071], [0.14296, 1.74265, 1.06189], [-2.39947, 3.56108, 0.45459], [-2.37329, 1.72823, 0.48881], [0.19068, 1.35537, -1.15723], [-0.40985, 1.90289, -2.79877], [-2.61087, 0.23224, -1.35133], [-1.85747, 0.14485, -3.01699], [-1.04758, -1.99894, -4.37259], [1.49720, -3.59605, -3.29618], [-2.93205, -0.31658, 0.60355], [-2.49073, -0.64177, 2.34918], [-3.72997, -2.54524, 1.77840], [-4.14067, -3.63380, -0.32887], [-2.41060, -3.21134, -1.03233], [-3.68369, -1.89981, -0.87543], [-1.56851, -3.97431, 0.87922], [3.15395, -3.81965, 1.34809], [4.68599, 5.35479, 1.16053], [4.23693, 4.00568, 0.77067], [3.01587, 3.83354, 1.26808], [2.35700, 2.82725, 1.12899], [2.60851, 5.03997, 1.99710], [1.55423, 5.20682, 2.56657], [3.58288, 5.94336, 1.94154], [4.94141, 6.14605, -0.00633], [5.86860, 5.26816, 1.96450]], "mulliken_charge": [-0.667, 0.096, -0.463, -0.563, -0.674, 0.801, 0.078, -0.552, -0.661, 0.140, 0.103, 0.747, -0.465, -0.274, -0.221, -0.895, -0.517, 0.139, -0.505, -0.290, 0.263, -0.553, 0.188, 0.315, 0.051, 0.364, -0.099, 0.299, 0.321, 0.241, 0.308, 0.329, 0.349, 0.099, 0.336, 0.395, 0.348, 0.193, 0.224, 0.355, 0.304, 0.516, -0.408, 0.627, -0.615, 0.666, -0.609, -0.418, -0.372, -0.373], "e_homo_ev": -6.82, "gap_ev": 7.45, "lumo_ev": 0.63, "total_charge": -1}